{"formula": "I2O2", "method": "wB97M-V/def2-TZVPD", "symbols": ["O", "O", "I", "I"], "positions_angstrom": [[-1.368, -0.827, -0.070], [-0.231, 1.637, 0.067], [0.179, -1.747, 0.034], [1.420, 0.937, -0.031]], "homo_ev": [-8.3, -8.3], "orbital_gap_ev": [7.4948, 4.9872], "e_tot_ha": -745.6233, "spin_multiplicity": 3}